(1)
Here is C21H24ClN3O2 in the gas phase from the Open Molecules 2025 dataset. Energies are from wB97M-V/def2-TZVPD.

Geometry as XYZ:
```
51
Properties=species:S:1:pos:R:3:mulliken_charge:R:1
Cl 1.963 -4.216 -0.779 -0.227
O -1.445 1.717 1.370 -0.718
O 3.593 1.787 -2.077 -0.708
N -4.719 -1.603 0.217 -0.481
N 2.453 1.806 -0.139 0.186
N -1.761 -0.417 0.736 0.256
C 4.011 -0.834 -0.260 -0.073
C -4.628 0.774 0.044 -0.434
C 1.290 1.230 -2.235 -0.668
C 0.234 0.763 -0.046 1.982
C -6.261 -0.452 -1.190 -0.370
C -1.062 0.737 0.753 -0.322
C -0.013 1.303 -1.455 -0.925
C 2.714 -1.202 1.715 -0.178
C -3.002 -0.492 1.493 -1.539
C -1.409 -1.601 -0.016 -0.715
C -4.181 -0.439 0.558 1.011
C -5.689 0.764 -0.845 -0.572
C 1.225 1.713 0.620 -1.335
C 3.664 2.079 0.606 -1.004
C 2.540 1.648 -1.478 0.771
C 4.057 0.916 1.546 -1.176
C -5.733 -1.605 -0.631 -0.306
C 2.615 -2.767 -0.086 0.526
C 2.222 -2.382 1.184 -0.882
C 3.518 -2.003 -0.808 -0.863
C 3.601 -0.408 0.999 0.401
H -4.147 1.693 0.341 0.445
H 3.827 -2.318 -1.793 0.466
H -3.021 -1.427 2.058 0.416
H -6.136 -2.581 -0.870 0.386
H 5.142 0.921 1.660 0.426
H 4.704 -0.236 -0.830 0.369
H -2.285 -2.246 -0.057 0.484
H -0.591 -2.147 0.461 0.028
H -6.067 1.687 -1.261 0.407
H -0.359 2.335 -1.378 0.326
H 3.621 1.067 2.535 0.416
H 0.680 -0.233 -0.099 -0.419
H 3.537 2.997 1.188 0.378
H -3.016 0.363 2.173 0.552
H -1.121 -1.357 -1.038 0.273
H -7.092 -0.504 -1.875 0.374
H -0.789 0.733 -1.972 0.328
H 4.444 2.241 -0.141 0.481
H 1.537 -2.994 1.750 0.442
H 0.759 2.702 0.722 0.359
H 1.242 1.835 -3.142 0.425
H 2.394 -0.898 2.701 0.370
H 1.461 1.355 1.623 0.399
H 1.479 0.199 -2.552 0.229
```

HOMO-LUMO gap ... 9.802 eV
HOMO ... -9.13 eV
Relative energy (zero: lowest compared OMol25 entry of this formula, charge and spin) ... 44.7 kJ/mol


(2)
Here is C21H24CoN2OPS5 as an isolated structure from the Open Molecules 2025 dataset. Energies are from wB97M-V/def2-TZVPD.

Geometry as XYZ:
```
55
Properties=species:S:1:pos:R:3:mulliken_charge:R:1
Co 0.625 1.481 -1.206 0.029
S 1.355 3.054 0.123 -0.281
S 2.548 1.521 -2.557 -0.140
S 3.163 3.282 -3.080 -0.024
S 1.268 4.515 -2.929 -0.016
S -0.229 3.249 -2.556 -0.249
P 1.210 -0.428 -0.443 1.721
O -1.402 0.870 -1.242 -0.299
N -3.623 0.848 -1.611 -0.180
N -2.135 0.789 -3.416 -0.293
C 0.084 -2.960 -0.803 -0.428
C -2.363 0.846 -2.093 0.100
C -0.316 -1.904 3.586 -0.489
C 2.363 2.111 2.527 -0.365
C 1.020 -2.022 3.255 -0.959
C 0.044 2.777 2.484 -0.451
C 2.232 1.852 3.894 -0.514
C 3.020 -0.666 -0.366 -1.675
C -1.225 -1.272 2.742 -0.750
C 1.257 2.586 1.807 0.226
C -0.456 -3.971 -1.583 -0.646
C -4.882 0.940 -2.329 -1.008
C 1.508 -1.392 2.110 -0.402
C 0.882 -1.866 -2.807 -0.358
C 0.340 -2.866 -3.577 -0.721
C -0.039 2.578 3.874 -0.451
C 0.708 -1.858 -1.410 0.833
C -0.341 -3.933 -2.976 -0.520
C 1.075 2.173 4.580 -0.575
C 0.615 -0.796 1.209 0.469
C -0.735 -0.735 1.560 -0.243
H -0.842 3.070 1.942 0.433
H 1.049 2.145 5.671 0.369
H -1.231 1.139 -3.720 0.161
H -5.702 0.631 -1.657 0.330
H -1.441 -0.238 0.920 0.165
H 3.057 1.450 4.479 0.388
H -0.787 -4.734 -3.554 0.385
H 3.287 -1.642 0.025 0.643
H 1.356 -1.020 -3.319 0.266
H 3.438 -0.587 -1.410 0.441
H -4.889 0.236 -3.163 0.348
H 0.370 -2.817 -4.650 0.425
H -0.640 -2.358 4.508 0.402
H 3.319 1.931 2.058 0.434
H -3.594 1.076 -0.600 0.240
H 2.566 -1.332 1.892 0.454
H 3.537 0.125 0.220 0.261
H 0.052 -3.011 0.270 0.374
H -5.048 1.959 -2.740 0.308
H -0.981 -4.795 -1.108 0.399
H 1.705 -2.452 3.979 0.396
H -2.861 0.976 -4.091 0.221
H -1.012 2.726 4.347 0.357
H -2.278 -1.278 2.939 0.461
```

HOMO-LUMO gap (spin up / spin down) ... 6.888 / 5.622 eV
HOMO (spin up / spin down) ... -6.67 / -7.13 eV
2S+1 ... 5
Relative energy (zero: lowest compared OMol25 entry of this formula, charge and spin) ... 131.3 kJ/mol


(3)
Here is C21H24FOSc as an isolated structure from the Open Molecules 2025 dataset. Energies are from wB97M-V/def2-TZVPD.

Geometry as XYZ:
```
48
Properties=species:S:1:pos:R:3:mulliken_charge:R:1
Sc 0.073 0.391 0.576 -0.570
F -0.264 -4.518 4.815 -0.383
O 0.264 -1.095 -0.636 0.377
C 1.738 2.266 1.413 -0.482
C 2.386 0.862 -0.301 -0.335
C -1.537 1.996 1.815 -0.499
C -1.749 0.358 -3.802 -1.573
C 0.116 -2.587 1.745 -0.138
C -0.310 -1.069 3.561 0.263
C 0.388 -0.953 -3.332 -1.273
C 2.494 0.139 0.931 -0.814
C -0.281 0.339 -3.667 0.956
C -0.067 -1.316 2.228 0.191
C 0.511 1.576 -3.685 -1.150
C 2.086 1.009 1.990 -0.514
C -2.228 0.814 1.401 -0.701
C 0.052 -3.705 2.609 -0.775
C 1.910 2.176 -0.002 -0.475
C 0.510 -1.695 -1.908 -0.876
C -1.652 2.012 -0.495 -0.011
C -1.194 2.734 0.645 -0.517
C -0.195 -3.449 3.951 0.443
C -2.295 0.816 -0.030 -0.695
C -0.382 -2.168 4.459 -0.723
H -0.128 -2.600 -1.935 0.194
H 2.865 -0.881 1.046 0.450
H -2.833 0.096 -0.649 0.398
H -0.095 -1.733 -3.952 0.341
H -0.583 -2.008 5.516 0.374
H 1.795 2.986 -0.723 0.377
H 2.087 0.762 3.051 0.542
H -0.727 3.721 0.617 0.418
H 1.559 -2.042 -1.839 0.373
H -1.648 2.368 -1.528 0.365
H -2.677 0.067 2.054 0.567
H 1.553 1.370 -3.388 0.140
H -1.372 2.308 2.850 0.400
H -0.451 -0.058 3.934 0.280
H 0.523 2.006 -4.703 0.362
H 0.186 -4.713 2.229 0.429
H -2.211 -0.387 -3.129 0.144
H 0.087 2.347 -3.014 0.027
H -2.050 0.086 -4.830 0.408
H -2.171 1.354 -3.589 0.299
H 1.434 -0.893 -3.684 0.206
H 1.450 3.160 1.972 0.467
H 2.724 0.511 -1.278 0.509
H 0.311 -2.761 0.688 0.204
```

HOMO-LUMO gap (spin up / spin down) ... 2.551 / 2.550 eV
HOMO (spin up / spin down) ... 2.12 / 2.12 eV
Charge ... -2
Relative energy (zero: lowest compared OMol25 entry of this formula, charge and spin) ... 0.0 kJ/mol


(4)
Here is C21H24KN7O2S3 as an isolated structure from the Open Molecules 2025 dataset. Energies are from wB97M-V/def2-TZVPD.

Geometry as XYZ:
```
58
Properties=species:S:1:pos:R:3:mulliken_charge:R:1
K -0.158 1.029 0.372 0.977
S 1.612 -0.594 2.637 0.945
S -1.237 2.504 2.831 -0.594
S -3.188 1.794 0.025 -0.499
O 2.238 0.438 -0.423 -0.435
O 2.959 -0.336 3.223 -0.811
N 0.222 0.092 -2.418 0.193
N -3.370 -1.986 1.408 -0.843
N -3.733 -1.526 0.243 0.910
N -2.139 -2.412 1.262 0.042
N -2.794 -1.581 -0.680 -0.355
N 0.906 0.249 -4.497 -0.009
N -4.915 -0.813 0.088 -0.675
C 0.860 -3.174 1.737 -0.310
C 3.115 -3.323 0.117 -0.524
C -3.243 4.305 3.388 -1.485
C 4.384 1.086 -1.119 -0.725
C 1.272 0.338 -3.177 0.124
C -2.780 3.245 2.388 0.477
C -3.547 2.973 1.308 0.055
C 1.072 -4.289 0.934 -0.416
C -0.437 -0.057 -4.556 -0.852
C 2.642 0.673 -2.772 0.845
C -0.837 -0.147 -3.260 -0.437
C 3.018 0.715 -1.376 -0.264
C -1.804 -2.160 -0.022 -0.329
C 3.595 0.969 -3.751 -0.439
C 2.909 -2.206 0.909 -0.781
C -4.861 3.687 1.070 -1.278
C 1.783 -2.139 1.725 0.542
C 5.284 1.367 -2.115 -0.347
C 0.539 -1.146 3.961 -1.023
C 4.903 1.310 -3.462 -0.868
C 2.197 -4.367 0.128 -0.420
H 0.341 -5.089 0.934 0.373
H -1.819 -0.356 -2.863 0.358
H -0.044 -3.110 2.325 0.265
H 3.315 0.943 -4.801 0.151
H -3.396 5.282 2.915 0.299
H 2.352 -5.233 -0.504 0.355
H -5.684 2.963 1.038 0.217
H 3.593 -1.370 0.888 0.321
H 4.668 1.135 -0.074 0.428
H -5.099 4.433 1.829 0.357
H 1.508 0.402 -5.282 0.167
H -0.832 -2.369 -0.435 0.550
H -5.177 -0.967 -0.879 0.306
H 5.604 1.534 -4.256 0.346
H -4.578 0.200 0.135 0.132
H -2.487 4.420 4.160 0.281
H 3.982 -3.365 -0.530 0.374
H -0.456 -1.334 3.556 0.253
H 0.962 -2.020 4.454 0.376
H 6.302 1.642 -1.854 0.369
H -0.961 -0.167 -5.489 0.404
H -4.186 4.027 3.876 0.305
H 0.477 -0.295 4.638 0.412
H -4.851 4.180 0.092 0.210
```

HOMO-LUMO gap ... 4.147 eV
HOMO ... 0.04 eV
Charge ... -2
Relative energy (zero: lowest compared OMol25 entry of this formula, charge and spin) ... 0.0 kJ/mol